A structure of composition C16H27I2N4NdO4S. Source: OMol25; level of theory: ωB97M-V/def2-TZVPD.

Geometry as XYZ:
```
55
Properties=species:S:1:pos:R:3:lowdin_charge:R:1
Nd 11.0876 12.4766 9.5578 1.29
I 14.2296 12.8219 9.8317 0.94
C 14.1475 13.1469 11.8837 -1.04
I 12.0785 13.3734 12.5645 0.85
H 14.6607 14.0862 12.0198 -0.02
H 14.6054 12.2418 12.3072 0.00
C 8.0863 11.3716 12.5793 0.03
C 7.8029 12.0861 11.2745 -0.32
N 8.7034 12.6247 10.4680 0.01
C 7.9296 13.1538 9.4564 -0.18
C 6.6264 12.9759 9.6121 -0.05
N 6.5610 12.2565 10.7973 0.21
C 5.3833 13.1481 8.8093 -0.44
O 5.3069 13.7256 7.6366 0.17
O 4.3803 12.6437 9.2949 0.12
C 8.6176 13.6937 8.2164 -0.46
O 8.0044 13.9615 7.1830 0.12
O 9.9403 13.7524 8.3975 -0.29
H 8.9078 11.8308 13.1406 0.07
H 8.2120 10.2838 12.5334 0.10
H 7.2297 11.5780 13.2131 0.09
H 5.6315 11.8998 11.0560 0.20
H 6.2229 13.9448 7.2551 0.12
C 15.6863 11.2989 6.1483 -0.09
C 14.3710 12.0962 6.1030 -0.29
C 13.2285 11.5748 5.3161 -0.20
C 12.6129 10.3053 5.8482 -0.15
N 11.7745 10.5801 7.0181 -0.03
C 11.6270 9.7984 8.1186 -0.79
S 10.1338 9.9515 8.9896 0.62
N 12.5628 8.8299 8.4717 0.05
C 12.4703 7.6987 9.3855 -0.20
C 12.5335 6.2991 8.7517 -0.18
C 11.3096 5.8667 7.9230 -0.24
C 11.0929 6.5101 6.5462 -0.10
H 16.6357 11.8741 6.4038 0.10
H 15.8536 10.8778 5.1298 0.09
H 15.6372 10.3638 6.7351 0.06
H 14.5687 13.1280 5.7889 0.13
H 13.9718 12.2087 7.0974 -0.01
H 13.4788 11.4148 4.2337 0.15
H 12.4904 12.3248 5.2513 0.10
H 13.3152 9.5435 6.1390 0.11
H 11.9030 9.7833 5.2022 0.14
H 10.9120 11.0587 6.7237 0.14
H 13.4641 8.8905 8.0172 0.14
H 11.5018 7.7269 9.9651 0.12
H 13.1992 7.7175 10.1402 0.10
H 12.6248 5.6294 9.6058 0.12
H 13.4509 6.3053 8.1585 0.12
H 10.4572 6.0500 8.5503 0.10
H 11.3136 4.7748 7.8912 0.12
H 10.7657 7.5712 6.5056 0.05
H 10.2182 5.9817 6.0878 0.09
H 11.9950 6.4248 5.9011 0.08
```

**Energy**: -2700.4242 a.u.
**Frontier orbital gap (alpha / beta)**: 7.94 / 8.01 eV
**LUMO level (alpha / beta)**: -7.3 / -7.2 eV
**Expectation value of S²**: 3.753
**2S+1**: 4
**Net charge**: +2
**M**: 769.531 g/mol
**HOMO level (alpha / beta)**: -15.24 / -15.24 eV